No. 1
This record from the OMol25 dataset describes C19H13ClCoF3N4O2SSbSe4 as an isolated structure. The level of theory is the ωB97M-V functional and the def2-TZVPD basis.

The calculation puts the largest force on an atom at 0.629 eV Å⁻¹. Its spin multiplicity is 2. The value obtained for the lowest unoccupied orbital energy (alpha / beta) is 3.83 / 3.83 eV. Its net charge is -2. The calculation puts the molar mass at 950.386 g mol⁻¹. Its energy relative to the best compared isomer or geometry (same formula, charge and spin) is 0.7876 eV. The expectation value of S² is 0.76. For the orbital gap (alpha / beta), the calculation gives 5.21 / 5.16 eV.

Each line ends with the Löwdin spin population.
Geometry (Å):
Sb: -3.43023 -1.85031 -2.16820  -0.01
Se: -5.17873 -0.96300 -0.63927  0.32
Se: -3.99794 -1.64820 -4.52206  0.00
Se: -4.08764 -4.08309 -1.11861  0.69
Se: -0.59468 -1.90966 -1.76335  0.00
Co: -0.25317 0.10848 -0.47141  0.00
Cl: 1.80383 -2.63427 -1.92999  0.00
S: -0.32023 1.92228 0.99326  0.00
F: -0.62440 2.22579 4.26905  0.00
F: -2.61792 1.85665 5.01100  0.00
F: -2.32189 3.14231 3.30062  0.00
O: 1.21648 -0.64482 0.52221  0.00
O: 4.95535 0.24019 -1.13748  0.00
N: 1.14046 0.65548 -1.57862  0.00
N: -1.32346 1.07089 -1.76411  0.00
N: -1.51999 -0.30982 0.94918  0.00
N: 2.39019 0.40820 -1.14582  0.00
C: -2.02631 0.81227 2.98007  0.00
C: 5.99560 -0.85997 0.65299  0.00
C: 2.30862 -0.32676 -0.03054  0.00
C: -2.62453 1.33375 -1.71558  0.01
C: 3.54265 -1.46435 1.77974  0.00
C: -2.55908 2.30266 -3.88964  0.00
C: -2.87295 -1.39645 2.54782  0.00
C: -2.22486 -1.37118 1.32512  0.00
C: 4.82698 -0.43963 0.01397  0.00
C: 0.83871 1.24472 -2.67180  0.00
C: 3.58357 -0.74021 0.59106  0.00
C: 4.70089 -1.88008 2.41000  0.00
C: -1.89279 2.00225 3.87439  0.00
C: -0.59288 1.47655 -2.82413  0.00
C: -1.37884 0.77372 1.74062  0.00
C: 5.93136 -1.56924 1.83625  0.00
C: -2.77510 -0.29137 3.36914  0.00
C: -1.18984 2.09440 -3.90904  0.00
C: -3.28652 1.93636 -2.77156  0.00
H: 6.85031 -1.89004 2.31404  0.00
H: 2.56742 -1.69602 2.18592  0.00
H: 1.58689 1.56707 -3.38580  0.00
H: -3.16169 1.00642 -0.83480  0.01
H: 6.94341 -0.62024 0.18779  0.00
H: -0.58524 2.37976 -4.75972  0.00
H: -3.47424 -2.25366 2.81037  0.00
H: -3.05568 2.73620 -4.74786  0.00
H: -4.35913 2.04918 -2.71385  0.00
H: 4.03906 0.42589 -1.46583  0.00
H: -2.25685 -2.20858 0.63967  0.00
H: 4.64927 -2.44503 3.33145  0.00
H: -3.28420 -0.27552 4.32335  0.00

***

No. 2
This record from the OMol25 dataset describes C29H44F5N8OZr as an isolated structure. The level of theory is the ωB97M-V functional and the def2-TZVPD basis.

The calculation puts the largest force on an atom at 5.911 eV Å⁻¹. The value obtained for the lowest unoccupied orbital energy (alpha / beta) is -9.27 / -9.27 eV. Its net charge is +3. The calculation puts the molar mass at 706.940 g mol⁻¹. For the orbital gap (alpha / beta), the calculation gives 5.41 / 5.41 eV.

Each line ends with the Löwdin charge.
Geometry (Å):
Zr: -0.15632 0.12049 -0.50544  1.74
F: -2.81552 1.11575 -0.13782  0.05
F: -1.22407 3.58764 -1.91742  0.11
F: -2.81427 3.92886 -0.45017  0.17
F: -0.79869 2.15258 0.29578  -0.13
F: -3.26708 2.73995 -2.22754  0.15
O: -4.84117 0.02154 -5.09121  -0.09
N: -0.85570 -0.90511 -2.00254  -0.01
N: 1.09250 -3.00511 1.55155  -0.25
N: 1.24485 1.37970 -1.87583  -0.01
N: 5.49878 2.24306 -0.66630  0.24
N: -2.52147 -1.12536 -3.81039  -0.02
N: 1.80831 0.08567 0.66922  -0.05
N: -0.70448 -0.77863 1.35747  -0.13
N: 0.76033 1.47963 3.11794  -0.26
C: 2.20977 -3.61680 0.87054  -0.09
C: 4.08831 2.79873 -0.79486  -0.25
C: -1.11586 -2.07588 0.93198  -0.31
C: -0.65375 -4.43427 0.60427  0.01
C: -0.24469 -3.18381 1.05580  -0.20
C: -3.52518 0.46760 -5.40622  -0.16
C: 3.29555 0.07301 -1.31538  -0.12
C: 1.70801 1.08472 4.17238  -0.05
C: -2.87718 -3.64324 0.31525  -0.06
C: -2.43130 1.05495 4.76245  -0.06
C: -1.14732 -0.24539 2.57396  -0.21
C: -2.00928 -4.71787 0.42361  -0.02
C: 3.15206 0.57175 0.16568  -0.28
C: -2.45545 -0.67710 -5.23472  -0.03
C: 0.88299 2.90685 2.97853  -0.11
C: -0.56008 0.92725 3.25899  -0.15
C: -2.91631 -0.15858 4.24929  -0.03
C: -2.30712 -0.74205 3.12749  -0.03
C: -1.36002 1.63943 4.19171  -0.02
C: 1.09386 -3.27515 2.98253  -0.05
C: 3.52832 2.42267 -2.18504  -0.07
C: -2.42475 -2.33030 0.50058  -0.06
C: 2.73014 1.09646 -2.20007  -0.31
C: -2.29655 2.99252 -1.31279  -0.53
C: 3.27561 2.12711 0.29209  -0.10
C: -1.59306 -0.89194 -2.95563  -0.10
C: -4.85292 -0.40964 -3.68790  -0.13
C: -3.90160 -1.55884 -3.47220  -0.07
C: -1.76053 1.70499 -0.78319  -0.32
H: -3.01293 1.48875 5.56743  0.12
H: 1.17233 -4.34718 3.18751  0.10
H: 0.26380 -2.72459 3.44878  0.09
H: 3.71567 2.42691 1.30170  0.15
H: 2.67858 1.41536 3.86690  0.06
H: -4.15685 -2.34954 -4.20613  0.16
H: -3.10465 -1.46563 0.36266  0.12
H: -2.81775 -1.52575 -5.81190  0.14
H: 1.15868 2.33454 -1.58749  0.07
H: 1.74232 -0.02746 4.35288  0.11
H: -3.23944 1.35302 -4.84776  0.12
H: -1.08050 2.67548 4.41413  0.12
H: 4.35442 -0.11169 -1.53369  0.13
H: 2.97759 3.21855 -2.62024  0.12
H: -2.72271 -1.66586 2.74900  0.11
H: 6.14030 2.69382 -1.32617  0.19
H: 4.37622 2.26764 -2.93781  0.16
H: 0.46638 3.53849 3.73972  0.08
H: 0.10104 -5.23964 0.47636  0.14
H: 1.93239 -0.84589 1.14359  0.11
H: -2.36676 -5.75840 0.44419  0.14
H: 0.42053 3.30185 2.08610  0.08
H: 5.43985 1.23160 -0.83997  0.14
H: 1.95180 -2.77755 3.50963  0.10
H: 4.15481 3.91120 -0.75086  0.18
H: 2.71714 0.69581 -3.23697  0.17
H: 2.29293 2.60962 0.29581  0.12
H: -5.88741 -0.75902 -3.46203  0.16
H: -1.48845 -0.33545 -5.52325  0.12
H: 1.52614 0.65415 1.49081  0.06
H: 2.05827 -3.62475 -0.23535  0.10
H: 1.45718 1.64440 5.08031  0.11
H: 5.79119 2.38770 0.33956  0.21
H: 3.09112 -2.98641 1.02406  0.08
H: 1.95221 3.11385 2.97842  0.08
H: -4.00937 -1.99491 -2.44404  0.15
H: 2.38130 -4.62354 1.22372  0.09
H: -3.52865 0.76715 -6.48200  0.16
H: 2.77687 -0.89426 -1.44147  0.13
H: 3.91722 0.09917 0.78544  0.15
H: 0.74162 1.37119 -2.78985  0.12
H: -3.74743 -0.73464 4.71788  0.13
H: -3.92441 -3.76991 0.12371  0.11
H: -4.60026 0.41400 -3.04975  0.11

***

No. 3
This record from the OMol25 dataset describes one molecule with the formula C2H9N5. The level of theory is the ωB97M-V functional and the def2-TZVPD basis.

The calculation puts the largest force on an atom at 4.593 eV Å⁻¹. The value obtained for the lowest unoccupied orbital energy (alpha / beta) is 0.90 / 0.90 eV. Its net charge is 0. The calculation puts the molar mass at 103.129 g mol⁻¹. Its energy relative to the best compared isomer or geometry (same formula, charge and spin) is 6.0434 eV. For the orbital gap (alpha / beta), the calculation gives 8.54 / 8.54 eV.

Each line ends with the natural charge from an NBO analysis.
Geometry (Å):
N: -0.49977 -0.38784 0.28714  -0.28
N: -0.41287 1.83004 1.75265  -0.54
N: 0.71122 0.70542 0.24574  0.00
N: 0.65590 1.62005 1.16519  0.05
N: 1.53935 0.90991 -0.84789  -0.65
C: 0.14712 -1.68311 0.26284  -0.43
C: -1.37579 -0.17108 -0.84339  -0.44
H: -0.62324 -2.45038 0.37978  0.21
H: -2.18802 -0.90172 -0.79476  0.21
H: 2.49663 0.64943 -0.63399  0.36
H: -0.85820 -0.27472 -1.80593  0.18
H: 0.71525 -1.85422 -0.66037  0.18
H: 1.51643 1.87233 -1.17456  0.37
H: 0.82202 -1.76237 1.11451  0.21
H: -0.82795 1.07660 2.32103  0.35
H: -1.81807 0.82164 -0.76797  0.22

***

What energy values result from the calculations? In sequence: -13488.290439, -2190.127797, -355.176767 hartree.